1.
54
Properties=species:S:1:pos:R:3:mulliken_charge:R:1 method="wB97M-V/def2-TZVPD" fmax_ev_per_a=0.88 homo_lumo_gap_ev=9.40 e_homo_ev=-8.80 e_tot_ha=-1585.7565
H -3.231 -0.790 5.319 0.3235
H 0.322 1.861 4.191 0.3093
H 1.723 0.897 -2.068 0.0987
H 0.198 -1.306 -5.835 0.4114
O -0.685 3.947 0.475 -0.3737
H 0.177 -0.549 -3.137 0.0725
H -0.835 -1.543 -1.591 0.2468
H -2.124 -1.576 -5.771 0.3533
O 1.148 2.978 -0.695 -0.3224
H 2.041 2.335 1.068 0.3630
O -0.802 -2.485 -4.450 -0.3521
H 1.158 -1.360 2.277 0.1535
H -3.847 -0.388 3.710 0.3316
H 0.858 -0.413 4.543 0.3662
H 0.972 -2.705 3.430 0.4459
C -0.154 -1.947 -0.838 -0.7471
C 1.468 -1.728 -4.150 -0.2366
H -1.722 -0.613 -4.331 0.3024
H -2.541 -1.588 3.898 0.3176
C -2.954 -0.654 4.272 -1.2132
H 0.669 1.359 0.531 0.3667
C 2.029 -1.001 -1.159 -0.7503
C -0.007 1.443 3.233 -0.8930
H -2.759 -2.048 -4.184 0.2443
C 0.475 -1.852 2.971 -0.8069
O 0.815 -0.998 -0.429 -0.2333
H -1.594 2.030 1.887 0.3736
H 2.788 -0.603 -0.478 0.3663
C -1.972 0.484 4.186 0.5611
N 1.124 -0.479 -3.486 -0.2794
H 2.327 -2.030 -1.393 0.5120
H -1.206 3.222 3.101 0.4476
H -0.386 -2.186 2.391 0.0987
C 0.391 -2.123 -5.134 -0.7853
H 0.890 1.119 2.703 0.7024
C -1.898 -1.629 -4.702 -0.7243
C 0.135 3.247 1.448 0.4690
C 0.003 -0.865 4.030 -0.8420
O -0.719 3.963 -1.965 -0.5482
H 1.595 -2.565 -3.446 0.1946
N -0.808 0.229 3.440 0.3497
H -0.743 -2.211 0.041 0.2271
C 2.008 -0.107 -2.390 -0.4677
O 0.848 5.421 -0.739 -0.5768
S 0.119 4.205 -0.849 1.1060
H 3.029 -0.033 -2.777 0.4372
H 0.729 -2.991 -5.707 0.3919
C -0.763 2.501 2.415 -1.3036
C 1.060 2.378 0.593 -0.4634
H 0.315 -2.851 -1.233 0.3593
O -2.195 1.557 4.681 -0.5624
H 2.413 -1.597 -4.686 0.3636
H -0.575 -1.380 4.797 0.5841
H 0.689 4.018 1.988 0.2307

2.
13
Properties=species:S:1:pos:R:3:mulliken_charge:R:1 method="wB97M-V/def2-TZVPD" fmax_ev_per_a=7.75 relative_energy_kcal_mol=139.44 homo_lumo_gap_ev=8.96 e_homo_ev=-8.52 e_tot_ha=-282.5520
H 1.815 -0.746 -2.890 0.3050
N -0.090 -0.620 -2.045 -0.4879
H 1.379 0.616 -0.377 0.3896
H 0.566 1.409 2.214 0.2065
H -1.634 0.173 -0.619 0.3148
H -1.296 0.591 3.065 0.1737
N 1.349 -0.737 -1.716 -0.6473
H -1.855 -0.483 1.558 0.3237
C -0.549 -0.021 -0.985 0.0510
C -0.149 0.836 1.388 0.0410
N 0.370 0.718 -0.005 -0.2629
H 1.375 -2.119 -1.448 0.3058
C -1.282 0.383 1.860 -0.7129